Record 1
Entry from the OMol25 dataset: C37H58AlF13NO16S4 as an isolated structure (the ωB97M-V functional and the def2-TZVPD basis).

Last column: Löwdin charge in e.
Positions of all 130 atoms, in Å:
C -4.478262 0.669473 -1.460832  -0.10
C -4.984090 2.110071 -1.248144  -0.26
C -3.841406 3.129454 -1.297510  -0.21
C -4.341370 4.522075 -0.839777  -0.21
C -3.677000 4.952810 0.472864  -0.20
C -4.321924 6.217803 1.072583  -0.20
C -5.079072 5.909698 2.382365  -0.21
C -6.487797 5.397192 2.078836  -0.21
C -7.403694 5.272423 3.320956  -0.20
C -7.454335 3.875478 3.952569  -0.21
C -6.077173 3.234293 4.199839  -0.20
C -5.550496 2.406929 3.006711  -0.22
C -5.100981 0.995969 3.371692  -0.22
C -3.679976 0.997495 3.929154  -0.20
C -2.636999 1.220035 2.812502  -0.31
C -1.287118 0.505590 3.027798  -0.24
Al -0.327903 0.301755 1.239098  0.41
C 0.001232 -1.655668 0.798828  -0.20
C 0.720037 -1.993903 -0.529326  -0.17
C 0.013834 -1.556117 -1.785690  -0.46
F 0.099424 -0.224953 -1.987283  0.10
F -1.314204 -1.837494 -1.665433  0.11
C 0.419452 -2.300306 -3.087935  -0.34
F -0.519209 -2.109953 -4.035271  0.15
F 0.395580 -3.622009 -2.803672  0.14
C 1.844321 -1.967752 -3.628715  -0.30
F 2.661617 -1.510550 -2.687730  0.19
F 2.394336 -3.158488 -4.036472  0.08
C 1.919358 -1.088230 -4.911909  -0.31
F 1.241648 -1.638706 -5.921772  0.17
F 3.235614 -1.168886 -5.274660  0.12
C 1.622459 0.441107 -4.766590  -0.33
F 1.857900 0.901502 -3.539069  0.18
F 2.481404 1.078547 -5.600120  0.14
C 0.211232 0.921068 -5.219903  -0.53
F -0.008064 0.634853 -6.504674  0.18
F -0.762962 0.464461 -4.446457  0.20
F 0.231585 2.269869 -5.113364  0.17
C 1.329735 1.484406 1.076870  -0.19
C 1.560177 2.424099 2.054857  -0.12
C 2.636946 3.268819 1.960920  -0.11
C 3.460452 3.153353 0.881453  -0.21
N 3.314027 2.257451 -0.084995  0.05
C 2.250855 1.463708 0.051838  -0.19
H -4.279768 0.175294 -0.515955  0.06
H -5.245625 0.108554 -1.992562  0.06
H -3.547434 0.687177 -2.018177  0.06
H -5.415798 2.196381 -0.251253  0.09
H -5.702003 2.360758 -2.026705  0.10
H -3.089444 2.800765 -0.583256  0.09
H -3.396960 3.168344 -2.288885  0.11
H -5.427754 4.568281 -0.764128  0.10
H -4.035722 5.249216 -1.593677  0.10
H -3.682188 4.114430 1.164205  0.09
H -2.644381 5.178395 0.216563  0.11
H -5.012271 6.677166 0.369078  0.10
H -3.516728 6.897814 1.343416  0.10
H -5.185336 6.809158 2.989148  0.11
H -4.488311 5.165799 2.908139  0.09
H -6.954272 6.130608 1.419419  0.10
H -6.445937 4.451758 1.545604  0.09
H -8.415742 5.510048 2.995562  0.10
H -7.087881 6.009891 4.055380  0.10
H -8.093273 3.195753 3.392600  0.11
H -7.912125 3.979225 4.938689  0.10
H -6.197755 2.556174 5.045045  0.10
H -5.396702 4.027768 4.490890  0.10
H -4.672647 2.913852 2.609640  0.08
H -6.318076 2.401936 2.236843  0.09
H -5.177358 0.387363 2.468825  0.10
H -5.798934 0.565681 4.094057  0.10
H -3.631743 1.871385 4.583204  0.11
H -3.466825 0.084623 4.476261  0.10
H -3.057729 0.846759 1.875241  0.06
H -2.455055 2.287290 2.675266  0.09
H -1.462585 -0.462259 3.499023  0.04
H -0.701629 1.126809 3.711024  0.03
H -1.379016 0.869769 0.138053  -0.02
H -0.972231 -2.151768 0.780811  0.05
H 0.579674 -2.168448 1.566803  0.02
H 0.923717 -3.065036 -0.543040  0.10
H 1.700614 -1.519304 -0.498126  0.11
H 0.900949 2.511588 2.907903  0.08
H 2.851042 4.030836 2.695567  0.09
H 4.298639 3.840789 0.801118  0.09
H 2.104814 0.731224 -0.735289  0.07
C 2.907183 -5.228686 0.551280  -0.18
C 4.207645 -5.290270 1.322164  -0.16
O 3.960330 -4.481129 2.483892  -0.19
S 2.418875 -4.599896 2.910026  0.59
O 2.301797 -5.549015 3.961253  -0.23
O 1.886985 -3.296015 3.003230  -0.20
O 1.885121 -5.267384 1.558568  -0.18
H 2.813016 -4.289083 0.003493  0.12
H 2.786874 -6.060893 -0.134540  0.13
H 5.046573 -4.895521 0.760428  0.12
H 4.432237 -6.308998 1.647598  0.14
C 6.476353 -1.815930 -6.792004  -0.16
C 6.795131 -0.626924 -5.913567  -0.16
O 7.945870 -1.037075 -5.162774  -0.18
S 8.850777 -2.011956 -6.054442  0.60
O 9.895578 -1.263596 -6.650978  -0.22
O 9.105725 -3.190331 -5.313812  -0.21
O 7.755882 -2.326916 -7.186705  -0.19
H 5.950501 -2.592961 -6.232408  0.11
H 5.893962 -1.542273 -7.667525  0.14
H 5.977963 -0.368398 -5.245967  0.13
H 7.067772 0.246056 -6.510593  0.14
C 3.329362 -5.823475 -4.633063  -0.15
C 4.183086 -4.653432 -5.071183  -0.18
O 4.934152 -4.308128 -3.900586  -0.18
S 5.245272 -5.626202 -3.051197  0.61
O 6.547701 -6.086055 -3.354666  -0.20
O 4.827405 -5.395547 -1.715562  -0.21
O 4.184795 -6.588839 -3.768764  -0.18
H 2.463078 -5.491316 -4.057287  0.12
H 2.998796 -6.436002 -5.467250  0.14
H 3.591034 -3.804583 -5.400416  0.11
H 4.885336 -4.940006 -5.858053  0.14
C 2.554940 -3.116954 7.132896  -0.16
C 3.550204 -2.155017 6.519074  -0.17
O 2.751079 -1.271447 5.733131  -0.18
S 1.318962 -1.066154 6.427625  0.60
O 1.341545 0.132822 7.184269  -0.22
O 0.322367 -1.341045 5.469788  -0.20
O 1.419251 -2.305059 7.452252  -0.19
H 2.244420 -3.881385 6.416729  0.12
H 2.936834 -3.593765 8.032297  0.13
H 4.283498 -2.654062 5.891192  0.13
H 4.063333 -1.567771 7.285405  0.13

Forces on atoms 1 to 6 (eV/Å):
-0.494 0.498 0.056
1.041 -0.294 -0.095
-0.864 0.247 0.667
0.883 -0.146 -0.304
-0.538 0.497 -0.814
0.380 -0.638 1.122

Net charge: -1
Gap between HOMO and LUMO, eV: 6.7
HOMO level, eV: -5.081
E_LUMO, eV: 1.6
Max |F|, eV/Å: 1.41

=====

Record 2
Entry from the OMol25 dataset: C17H40NP3SSc as an isolated structure (the ωB97M-V functional and the def2-TZVPD basis).

Last column: Löwdin charge in e.
Positions of all 63 atoms, in Å:
Sc -0.092013 1.943401 0.880706  0.76
P -0.456566 -0.760335 -0.937321  0.79
P 1.419619 1.978384 -1.581245  0.77
P -2.208318 -0.027853 2.017571  0.76
H -1.263010 5.377165 2.072944  0.08
C -1.009849 4.595544 2.825033  -0.30
C 0.170514 3.625541 2.658852  -0.23
H 0.908408 3.936406 1.922271  0.03
C -1.900655 -0.735013 -2.094573  -0.25
C 0.723534 -1.435802 -2.208653  -0.28
C -0.778784 -2.465712 -0.263626  -0.28
C 2.270028 3.629052 -1.595465  -0.25
C 2.916832 1.014278 -2.186971  -0.23
C 0.507815 2.066794 -3.197248  -0.22
C -3.290808 0.436787 3.450110  -0.31
C -1.568340 -1.543192 2.850058  -0.26
C -3.578428 -0.685310 0.985724  -0.26
H -1.085181 5.133445 3.845829  0.14
H 0.600574 3.556660 3.687423  0.09
H -1.937747 -1.665044 -2.671927  0.07
H -1.804696 0.112241 -2.767172  0.03
H -2.828814 -0.600996 -1.546145  0.01
H 0.282166 -2.291979 -2.748144  0.08
H 1.636759 -1.778366 -1.705266  0.06
H 1.000765 -0.672466 -2.940187  0.01
H -0.888742 -3.218132 -1.061900  0.08
H -1.674336 -2.503351 0.355776  0.00
H 0.062784 -2.775977 0.363600  0.05
H 2.942097 3.623178 -2.473429  0.07
H 2.826456 3.702905 -0.637971  0.06
H 1.518101 4.428204 -1.667172  0.01
H 3.164163 1.385396 -3.202215  0.08
H 2.738774 -0.071187 -2.222930  0.02
H 3.759622 1.224170 -1.505289  0.06
H 1.223862 2.365950 -3.980937  0.08
H -0.284358 2.824244 -3.092227  0.01
H 0.057568 1.095921 -3.449404  0.03
H -3.732277 -0.486239 3.862420  0.07
H -4.111006 1.093454 3.111849  0.04
H -2.705400 0.964953 4.220508  0.05
H -2.385765 -2.111628 3.313874  0.08
H -0.878350 -1.239523 3.644544  0.06
H -1.014812 -2.217871 2.201018  0.01
H -4.459284 -0.929644 1.598747  0.08
H -3.301377 -1.573030 0.412015  0.03
H -3.883108 0.097926 0.282224  0.04
C -1.970991 3.600295 0.510112  -0.50
C -3.349108 4.097916 -0.055679  -0.15
C -3.289378 4.055154 -1.559565  0.05
C -2.147346 4.414001 -2.236176  -0.04
C -0.917050 4.445339 -1.575876  -0.05
C -0.834564 4.119265 -0.157163  -0.19
S -2.404418 3.219409 2.301353  1.02
H -4.192435 3.655285 0.545289  0.13
H -3.413470 5.173429 0.239993  0.17
H -4.226063 3.895569 -2.067974  0.14
H -2.071698 4.548938 -3.335975  0.16
H -0.154891 5.064923 -2.055805  0.13
H 0.145495 4.305708 0.325997  0.08
N 1.600680 0.626327 1.624687  0.01
H 1.944149 1.151729 2.427725  0.07
H 2.359876 0.548360 0.918109  0.08
H 1.311983 -0.332237 1.896008  0.08

Forces on atoms 1 to 6 (eV/Å):
-0.867 -1.922 -0.095
-0.677 -1.918 -1.315
1.063 0.732 -1.321
-0.675 -1.024 1.087
0.668 -0.694 0.446
-0.387 0.169 0.323

Net charge: +3
Gap between HOMO and LUMO (alpha / beta), eV: 4.8 / 6.5
HOMO level (alpha / beta), eV: -17.106 / -17.839
E_LUMO (alpha / beta), eV: -12.3 / -11.4
Max |F|, eV/Å: 4.18